1.
Molecular formula: C35H49Cl18FNO5P2S
Method: DFT, ωB97M-V/def2-TZVPD

Summary:
* charge: +1
* DFT total energy: -11257.95434 Eh
* HOMO-LUMO gap: 6.05 eV
* HOMO level: -10.68 eV
* maximum force: 2.93 eV/Å

Last column: Löwdin charge in e.
Element x y z (Å)
Cl1 8.146 -3.143 1.726  0.536
Cl2 -4.958 -8.770 2.588  0.532
Cl3 3.562 6.463 -0.393  0.523
Cl4 -5.196 -0.313 -7.472  0.549
Cl5 -6.093 -4.060 2.793  0.549
Cl6 5.629 5.888 1.567  0.581
Cl7 -3.604 0.778 -9.640  0.560
Cl8 6.329 6.180 -1.225  0.582
Cl9 8.318 -2.251 4.485  0.520
Cl10 9.236 0.790 5.278  0.506
Cl11 -4.119 -4.897 0.823  0.533
Cl12 8.000 3.285 4.539  0.533
Cl13 -6.664 -6.256 0.994  0.523
Cl14 -7.702 -9.401 3.293  0.535
Cl15 -6.505 -10.570 0.921  0.537
Cl16 7.115 -0.531 2.468  0.504
Cl17 -2.820 1.240 -6.882  0.511
Cl18 10.263 2.270 3.016  0.546
S1 -2.285 2.976 -4.018  0.243
P1 -1.443 1.246 -4.202  0.333
P2 1.561 2.237 -3.711  0.765
F1 1.891 -2.318 -0.109  0.163
O1 2.594 -2.082 1.921  0.215
O2 -1.663 -2.241 0.008  0.169
O3 -1.034 -0.932 1.694  0.064
O4 -3.327 -0.379 -0.743  -0.062
O5 1.040 3.596 -3.789  -0.345
N1 0.769 1.254 -2.438  -0.061
C1 -5.916 2.864 -0.546  -0.025
C2 5.468 2.494 -0.683  -0.223
C3 -1.128 -0.012 -1.709  -0.073
C4 7.229 3.073 1.051  -0.168
C5 -5.413 -5.426 1.906  -1.565
C6 3.893 0.520 -1.274  -0.151
C7 -3.717 1.971 -0.591  0.020
C8 -2.554 -0.484 -1.910  -0.170
C9 -5.595 0.450 -0.768  -0.122
C10 -3.580 0.098 -8.024  -1.527
C11 1.442 0.975 -1.286  -0.120
C12 9.523 2.392 4.612  -1.526
C13 -6.655 -1.494 0.436  -0.066
C14 6.929 2.884 -0.439  -0.242
C15 -6.220 -10.011 2.565  -1.539
C16 -1.097 -1.288 0.436  -0.464
C17 -0.413 -0.361 -0.542  0.065
C18 -4.229 0.683 -0.710  -0.195
C19 -1.438 -1.933 2.684  -0.305
C20 2.074 -1.625 0.998  -0.517
C21 5.325 1.094 -1.268  -0.173
C22 -0.076 -0.459 4.263  -0.079
C23 5.249 6.722 0.063  -1.510
C24 2.802 1.559 -1.049  -0.167
C25 1.614 -0.208 0.934  -0.008
C26 -4.540 3.084 -0.520  -0.270
C27 7.374 -2.201 2.998  -1.541
C28 -1.379 -1.223 4.031  -0.174
C29 -5.581 -1.903 -1.791  -0.055
C30 -6.416 1.577 -0.668  -0.008
C31 -0.509 0.786 -2.657  -0.286
C32 -4.004 4.471 -0.427  -0.046
C33 -0.559 -3.159 2.712  -0.015
C34 0.861 0.142 -0.318  -0.038
C35 -6.285 -0.883 -0.909  -0.364
H1 2.795 1.883 -0.020  0.123
H2 -2.941 4.515 -0.620  0.070
H3 -7.509 -0.953 0.826  0.082
H4 -0.554 1.227 -5.279  -0.054
H5 4.902 2.576 0.237  0.099
H6 -7.484 1.445 -0.690  0.118
H7 10.207 2.929 5.255  0.014
H8 5.055 3.204 -1.395  0.095
H9 5.972 0.437 -0.699  0.106
H10 -2.226 -0.561 4.148  0.117
H11 2.530 0.347 1.024  0.123
H12 3.744 0.031 -2.231  0.117
H13 -6.289 -2.667 -2.085  0.084
H14 -1.136 -3.932 3.199  0.096
H15 -5.872 -10.847 3.154  0.012
H16 -2.471 -2.225 2.548  0.143
H17 5.400 7.782 0.210  0.015
H18 -7.228 -0.660 -1.395  0.128
H19 -4.210 4.934 0.531  0.085
H20 1.416 1.443 -4.848  0.024
H21 -5.834 -1.407 1.136  0.071
H22 -4.790 -2.416 -1.261  0.062
H23 1.049 0.014 1.820  0.118
H24 7.082 3.832 -0.927  0.021
H25 -2.379 0.252 -4.435  -0.031
H26 7.601 2.145 -0.854  0.108
H27 0.218 -0.539 5.300  0.080
H28 2.975 2.453 -1.615  0.075
H29 -2.645 2.095 -0.574  0.115
H30 -5.216 -1.450 -2.708  0.079
H31 -1.405 -2.000 4.782  0.116
H32 7.687 4.034 1.232  0.037
H33 -4.998 -6.120 2.621  -0.045
H34 6.406 -2.639 3.200  0.009
H35 2.913 2.205 -3.405  0.039
H36 -2.986 -0.806 -8.042  0.014
H37 -3.046 0.081 -2.683  0.080
H38 0.739 -0.856 3.675  0.049
H39 7.876 2.302 1.440  0.006
H40 5.721 1.106 -2.275  0.116
H41 -0.356 -3.543 1.723  0.084
H42 0.341 -3.024 3.291  0.082
H43 3.861 -0.268 -0.537  0.102
H44 -2.539 -1.520 -2.228  0.144
H45 -6.988 -2.515 0.320  0.060
H46 6.330 3.048 1.650  0.038
H47 -4.476 5.084 -1.187  0.084
H48 -0.188 0.598 4.056  0.078
H49 -6.572 3.713 -0.474  0.115


2.
Molecular formula: C15H16N3O5RuS
Method: DFT, ωB97M-V/def2-TZVPD

Summary:
* multiplicity: 2
* charge: +2
* DFT total energy: -1614.21358 Eh
* HOMO-LUMO gap (spin up / spin down): 6.24 / 6.45 eV
* HOMO level (spin up / spin down): -14.81 / -14.82 eV
* maximum force: 1.87 eV/Å

Last column: Löwdin charge in e.
Element x y z (Å)
Ru1 -0.837 0.017 -0.391  1.150
S1 0.895 0.691 -1.619  0.762
O1 -1.403 1.797 0.929  0.015
O2 0.164 -3.740 0.246  0.186
O3 -0.576 -1.854 -0.689  -0.229
O4 -1.292 2.451 3.071  0.224
O5 -2.472 0.405 -1.714  -0.226
N1 -0.425 -0.540 1.456  -0.007
N2 0.866 -1.587 -3.048  0.176
N3 -0.277 0.125 -4.023  0.107
C1 -1.774 1.711 -5.036  -0.042
C2 0.345 2.511 -4.191  -0.053
C3 -1.196 4.033 -5.248  -0.046
C4 -0.042 -0.063 3.742  0.077
C5 -0.098 -2.582 0.339  -0.514
C6 -1.097 1.603 2.104  -0.421
C7 0.029 -1.782 1.603  -0.126
C8 0.464 -0.335 -3.034  -0.655
C9 0.480 -1.354 3.898  0.049
C10 -0.483 0.309 2.498  -0.135
C11 0.503 -2.229 2.827  0.081
C12 0.014 3.792 -4.615  -0.042
C13 -2.833 1.821 -1.885  -0.051
C14 -0.565 1.488 -4.394  -0.266
C15 -2.089 2.991 -5.464  -0.050
H1 -2.465 0.891 -5.205  0.127
H2 1.315 2.329 -3.750  0.092
H3 0.622 -2.224 -3.794  0.152
H4 -3.497 1.910 -2.739  0.097
H5 -3.275 -0.105 -1.537  0.129
H6 -1.434 5.029 -5.597  0.121
H7 0.870 -3.244 2.907  0.150
H8 -3.028 3.172 -5.969  0.121
H9 -0.653 -0.565 -4.663  0.174
H10 1.353 -1.974 -2.258  0.118
H11 -3.303 2.196 -0.980  0.090
H12 -1.908 2.352 -2.086  0.079
H13 0.854 -1.666 4.865  0.141
H14 0.725 4.595 -4.478  0.122
H15 -0.108 0.627 4.573  0.146
H16 -1.699 3.272 2.740  0.177